{
  "formula": "C17H13Cl6CoO2Te",
  "method": "the ωB97M-V functional and the def2-TZVPD basis",
  "spin_multiplicity": 4,
  "homo_lumo_gap_ev": [6.237, 6.769],
  "total_charge": -1,
  "s_squared": 3.782,
  "de_lowest_kcal_mol": 2.76,
  "fmax_ev_per_a": 0.5,
  "e_lumo_ev": [2.01, 1.95],
  "symbols": ["Co", "Cl", "C", "C", "C", "Cl", "C", "Cl", "C", "Cl", "C", "Cl", "Cl", "C", "C", "O", "O", "H", "H", "C", "C", "C", "C", "C", "C", "Te", "C", "C", "C", "H", "H", "H", "H", "H", "H", "H", "H", "H", "H", "H"],
  "coordinates": [[-0.3145, 2.8377, -0.3523], [2.1669, 1.9279, -2.4018], [2.5931, 3.0178, -1.0969], [1.5724, 3.4303, -0.2513], [1.9609, 4.3031, 0.7491], [0.7046, 4.8481, 1.8269], [3.2632, 4.7435, 0.9342], [3.6676, 5.8284, 2.2184], [4.2574, 4.2932, 0.0641], [5.8887, 4.8182, 0.2694], [3.9157, 3.4214, -0.9649], [5.1442, 2.8582, -2.0493], [-5.3735, 1.4002, 0.6371], [-4.1507, 1.5768, -1.5666], [-2.8776, 1.6318, -0.9812], [-2.3843, 0.4715, -0.5550], [-2.2259, 2.6925, -0.8097], [-4.5801, 2.4915, -1.9379], [-4.5873, 0.6266, -1.8128], [0.0241, -5.5957, -0.0266], [-0.2058, -4.1238, 0.1786], [-1.4115, -3.6530, 0.6636], [-1.6467, -2.2924, 0.8730], [-2.9713, -1.8462, 1.4187], [-0.6228, -1.3973, 0.5600], [-0.9721, 0.6457, 0.8743], [0.6183, -1.8424, 0.0709], [1.7473, -0.9035, -0.2615], [0.8029, -3.2057, -0.1108], [-0.8824, -6.1672, 0.1688], [0.8062, -5.9628, 0.6410], [0.3425, -5.8013, -1.0501], [-2.2025, -4.3594, 0.8934], [-3.6015, -2.7113, 1.6223], [-3.5002, -1.1821, 0.7332], [-2.8539, -1.2793, 2.3450], [1.4538, -0.1513, -0.9957], [2.5959, -1.4611, -0.6567], [2.0834, -0.3683, 0.6297], [1.7552, -3.5604, -0.4907]],
  "forces_ev_per_a": [[-0.0490, -0.1764, -0.0414], [0.0727, 0.1615, -0.0582], [-0.0459, -0.0682, -0.0688], [-0.0866, -0.1146, -0.2474], [0.1343, 0.0641, 0.0672], [-0.0976, 0.0680, 0.1625], [0.1430, 0.0494, 0.0271], [-0.0036, -0.0083, -0.0166], [-0.0890, 0.0940, 0.1416], [0.0241, -0.0104, -0.0216], [0.1573, -0.0757, -0.1100], [-0.0700, 0.0187, 0.0394], [-0.0158, 0.0053, 0.0347], [-0.0581, 0.0421, -0.0544], [-0.2068, -0.2030, -0.0528], [0.0726, -0.0980, 0.0687], [0.1527, 0.5038, -0.0256], [-0.0101, -0.0083, -0.0093], [0.0088, -0.0129, -0.0107], [0.0289, -0.0031, -0.0080], [0.1618, 0.0714, -0.0609], [-0.1403, 0.0777, 0.0390], [0.0672, -0.1316, 0.0000], [-0.1525, -0.0133, 0.0307], [0.4457, -0.0221, -0.0567], [-0.1667, 0.0999, 0.0467], [-0.1408, -0.0594, 0.0025], [-0.0516, -0.0087, 0.0837], [-0.1319, -0.0840, 0.0467], [-0.0078, -0.0058, 0.0016], [0.0058, -0.0161, -0.0095], [0.0069, -0.0134, 0.0038], [-0.0047, 0.0115, 0.0010], [-0.0325, 0.0151, 0.0152], [-0.0011, -0.0459, -0.0072], [0.0404, -0.0446, 0.0013], [-0.0155, -0.1046, 0.1180], [0.0155, 0.0120, -0.0123], [0.0326, 0.0520, -0.0513], [0.0074, -0.0181, -0.0088]]
}

---

{
  "formula": "C3H6I2O",
  "method": "the ωB97M-V functional and the def2-TZVPD basis",
  "spin_multiplicity": 3,
  "homo_lumo_gap_ev": [6.114, 5.358],
  "s_squared": 2.010,
  "de_lowest_kcal_mol": 15.38,
  "fmax_ev_per_a": 5.3,
  "e_lumo_ev": [0.34, -3.86],
  "symbols": ["C", "C", "C", "O", "I", "I", "H", "H", "H", "H", "H", "H"],
  "coordinates": [[-1.6817, -0.1755, 0.9276], [-0.4123, 0.7913, -1.1158], [-0.7907, -0.3998, -0.2421], [-0.3187, -1.4904, -0.4296], [1.0547, 1.9274, -0.0142], [5.1137, -0.5801, -0.0026], [-1.1432, 0.1209, 1.7706], [-2.3364, -1.1493, 1.1687], [-2.2089, 0.7547, 0.7174], [-0.0805, 0.5803, -2.0191], [-1.2352, 1.3524, -1.3269], [4.0392, -1.7320, 0.5660]],
  "forces_ev_per_a": [[-2.3956, -1.1027, -0.7843], [-2.9322, -3.4093, 2.8377], [0.0427, 0.8327, -0.8525], [0.9403, -1.1229, -0.4430], [2.7646, 2.1792, 1.8220], [-0.8334, -0.8328, 0.4289], [1.3165, -0.0603, 1.6255], [1.4022, 2.4954, -0.6327], [-0.9694, -0.3395, 0.0455], [2.4162, -1.5818, -3.9111], [-2.5360, 2.0997, 0.2963], [0.7842, 0.8424, -0.4322]]
}

---

{
  "formula": "C3H34N2O14",
  "method": "the ωB97M-V functional and the def2-TZVPD basis",
  "homo_lumo_gap_ev": 9.445,
  "de_lowest_kcal_mol": 116.35,
  "fmax_ev_per_a": 6.0,
  "e_lumo_ev": -0.01,
  "symbols": ["C", "N", "C", "C", "N", "O", "H", "H", "H", "H", "H", "H", "H", "H", "H", "H", "O", "H", "H", "O", "H", "H", "O", "H", "H", "O", "H", "H", "O", "H", "H", "O", "H", "H", "O", "H", "H", "O", "H", "H", "O", "H", "H", "O", "H", "H", "O", "H", "H", "O", "H", "H", "O"],
  "coordinates": [[1.6244, -3.1320, 1.9928], [0.5221, -2.6723, 1.2744], [-0.3311, -1.7929, 2.0064], [0.0900, -0.4032, 2.2037], [-1.0008, 0.6513, 2.4513], [2.7557, -3.3654, 1.4847], [1.5014, -3.3000, 3.1228], [0.6207, -2.5894, 0.2290], [-0.9333, -2.2229, 2.8709], [-1.2607, -1.5962, 1.3951], [0.7423, -0.2481, 3.0993], [0.5729, 0.0549, 1.2671], [-1.6027, 0.5756, 1.6275], [-1.7043, 0.6063, 3.1572], [-3.3021, 2.0347, 0.5247], [-3.3083, 0.9190, -0.5050], [-2.6517, 1.3952, 0.0389], [0.3259, 4.0024, -2.0722], [-0.3597, 2.6183, -2.3965], [0.4268, 3.1774, -2.6523], [-1.8451, -1.8387, -3.3581], [-1.0036, -2.9687, -3.2160], [-1.8686, -2.7544, -2.9859], [-0.9952, 0.0127, -0.4166], [-0.1211, -0.6255, -1.6160], [-0.9563, -0.8355, -1.0242], [-3.1396, -3.3713, -0.7083], [-2.5512, -2.1938, 0.0583], [-3.3635, -2.7588, 0.0806], [0.3237, 2.4002, 2.3366], [-0.3330, 3.8081, 2.3157], [0.2893, 3.3166, 1.9075], [1.9281, 2.9510, 1.3056], [2.1264, 3.3268, -0.1981], [2.6192, 3.1080, 0.6385], [-1.0884, 1.9004, -0.8153], [-0.1466, 2.7818, 0.0082], [-0.1942, 1.9798, -0.5555], [5.1238, -1.1909, 1.4267], [4.3242, -2.1408, 0.6091], [4.6308, -1.1916, 0.6969], [0.0448, -0.8188, -4.4422], [0.6809, 0.5442, -3.5651], [-0.1238, 0.1493, -3.9661], [-4.7959, 0.0512, -2.0863], [-3.1915, -0.0710, -2.0319], [-4.0144, 0.4020, -1.7664], [3.0823, 1.4451, 0.9222], [3.5303, -0.0056, 0.9990], [2.6910, 0.4908, 1.0128], [1.5629, 0.5900, -0.8033], [2.3842, -0.8164, -0.7475], [1.6626, -0.3892, -1.1348]],
  "forces_ev_per_a": [[2.1791, -0.1671, -1.4365], [2.0676, -1.0227, 0.7509], [-4.9744, -0.2095, -0.8414], [0.9658, 3.8396, 1.3085], [0.3971, -0.7798, -1.9791], [-2.8384, 0.3037, 1.0442], [-0.3228, 0.4462, -1.4990], [-0.1132, 0.3354, 1.7262], [1.6466, -0.0291, -0.4504], [0.8925, -0.6675, -0.0520], [0.1393, -0.3648, -0.9864], [-0.3281, -1.2326, 1.5981], [0.2710, 0.6065, -0.1140], [0.1864, -0.9388, 1.3901], [2.0764, -1.5280, -1.1176], [-0.1102, -0.1515, -0.1385], [-2.2609, 2.0999, 1.9760], [0.1509, -1.8689, -1.3743], [1.6119, 1.0676, -0.4130], [-1.1791, 1.4871, 0.5855], [-0.6571, -0.6989, 0.7678], [2.5043, -1.3983, -0.2717], [-1.9063, 1.9384, -0.4924], [0.3625, -2.4967, -1.7375], [-2.0398, -0.6964, 1.8727], [1.0967, 2.9970, 0.1189], [-0.7011, 1.4144, 1.8179], [-0.9073, -0.4419, -0.0317], [1.6514, -0.8860, -2.0435], [-1.0252, 1.3837, -0.6606], [-3.1438, 2.2917, 2.3418], [3.4067, -3.8067, -1.4739], [0.1951, 0.6163, -0.4541], [0.7616, -0.4636, 1.2514], [-0.3741, 0.5357, -1.1487], [-1.9275, -0.1110, 0.1249], [-0.1443, -0.8429, -0.0020], [2.0355, 0.3194, 1.0892], [3.2851, 0.0086, 4.6667], [0.1259, 1.4429, 0.2449], [-2.8567, -1.9878, -4.8300], [0.1435, 4.2361, 2.1145], [-0.2261, -0.9851, -0.6014], [0.1765, -3.2381, -1.5114], [-1.9915, -1.5809, -1.1183], [-1.1609, -0.1006, -0.0859], [2.9749, 1.0319, 0.4448], [-1.4190, -1.9651, -0.0089], [-0.5183, -0.5327, -0.0446], [1.9000, 2.9112, 0.5987], [0.8079, -3.0640, -0.4410], [1.7365, -0.2439, 1.2495], [-2.6227, 3.1877, -1.7239]]
}

---

Number 1: total energy -141990.5446 eV. Number 2: total energy -21451.8892 eV. Number 3: total energy -35305.5041 eV.